# 1
{
  "formula": "C4H13N2O2",
  "method": "the ωB97M-V functional and the def2-TZVPD basis",
  "symbols": ["N", "C", "C", "N", "C", "C", "O", "H", "H", "H", "H", "H", "H", "H", "H", "H", "H", "H", "H", "H", "O"],
  "xyz": [[-1.472, 2.199, -1.573], [-1.134, 0.907, -2.171], [-1.099, -0.364, -1.330], [0.056, -0.403, -0.434], [-0.242, -1.427, 0.610], [-0.141, -1.100, 2.144], [0.496, -2.105, 2.785], [-0.719, 2.432, -0.944], [-2.453, 2.158, -1.325], [-1.740, 0.749, -3.083], [-0.085, 1.075, -2.586], [-1.058, -1.247, -1.991], [-2.120, -0.378, -0.891], [0.143, 0.499, 0.031], [0.660, -2.049, 0.560], [-1.108, -2.039, 0.432], [0.515, -0.141, 2.273], [-1.066, -0.825, 2.702], [3.450, 0.805, -0.023], [2.859, 2.146, -0.588], [3.081, 1.661, 0.207]],
  "forces_ev_per_angstrom": [[-0.04, -1.21, -1.30], [2.12, 0.27, -2.01], [-0.30, 0.96, -0.60], [-2.22, 0.07, 0.24], [2.54, -0.14, 0.99], [1.82, 0.77, 1.06], [-0.41, -0.37, -0.05], [-0.93, 0.35, 0.82], [0.52, 0.58, 1.11], [-0.08, 0.07, 0.45], [-0.98, -0.42, 0.34], [0.04, 0.29, 0.08], [0.39, -0.32, 0.61], [-0.05, -0.08, 0.13], [-0.53, -0.54, 0.11], [-0.55, -0.08, -0.50], [-0.73, -0.28, -0.73], [-0.55, 0.05, -0.78], [-0.25, -0.02, -0.29], [0.06, -0.33, -0.28], [0.12, 0.38, 0.58]],
  "e_homo_ev": -2.0,
  "total_charge": -1
}

***

# 2
{
  "formula": "C25H49NO4",
  "method": "the ωB97M-V functional and the def2-TZVPD basis",
  "symbols": ["C", "C", "C", "C", "C", "C", "C", "C", "C", "C", "C", "C", "C", "C", "C", "C", "C", "C", "C", "C", "O", "C", "O", "C", "N", "O", "C", "O", "C", "C", "H", "H", "H", "H", "H", "H", "H", "H", "H", "H", "H", "H", "H", "H", "H", "H", "H", "H", "H", "H", "H", "H", "H", "H", "H", "H", "H", "H", "H", "H", "H", "H", "H", "H", "H", "H", "H", "H", "H", "H", "H", "H", "H", "H", "H", "H", "H", "H", "H"],
  "xyz": [[-2.956, -6.421, -8.302], [-3.306, -6.676, -6.828], [-2.835, -5.565, -5.887], [-3.628, -5.525, -4.579], [-2.959, -4.718, -3.454], [-3.630, -3.361, -3.158], [-4.387, -3.355, -1.833], [-5.293, -2.143, -1.642], [-4.553, -0.805, -1.662], [-3.504, -0.679, -0.541], [-3.357, 0.738, 0.016], [-2.399, 1.627, -0.781], [-1.940, 2.858, -0.011], [-0.845, 3.649, -0.737], [0.562, 3.276, -0.268], [1.048, 4.140, 0.892], [2.450, 3.737, 1.382], [2.489, 3.515, 2.887], [3.885, 3.312, 3.489], [4.427, 4.613, 4.086], [5.832, 4.648, 4.077], [6.344, 5.630, 4.951], [4.855, 2.932, 2.452], [4.760, 1.728, 2.032], [4.680, 0.644, 1.667], [3.777, 2.293, 4.418], [4.943, 1.998, 5.197], [4.677, 0.919, 6.004], [4.484, -0.316, 5.308], [5.297, -1.412, 5.963], [-2.143, -5.705, -8.405], [-2.666, -7.344, -8.803], [-3.822, -6.041, -8.841], [-4.389, -6.760, -6.729], [-2.859, -7.613, -6.499], [-1.780, -5.712, -5.647], [-2.914, -4.600, -6.394], [-3.797, -6.557, -4.262], [-4.614, -5.109, -4.794], [-2.940, -5.317, -2.543], [-1.918, -4.542, -3.729], [-2.863, -2.586, -3.136], [-4.309, -3.113, -3.977], [-3.662, -3.409, -1.018], [-5.008, -4.254, -1.788], [-5.822, -2.233, -0.689], [-6.057, -2.139, -2.423], [-5.268, 0.012, -1.569], [-4.051, -0.719, -2.626], [-3.774, -1.349, 0.277], [-2.534, -1.003, -0.922], [-4.338, 1.220, 0.033], [-3.015, 0.703, 1.052], [-1.529, 1.031, -1.072], [-2.883, 1.947, -1.707], [-1.553, 2.523, 0.956], [-2.807, 3.486, 0.198], [-1.001, 4.715, -0.565], [-0.933, 3.494, -1.813], [1.288, 3.321, -1.083], [0.567, 2.235, 0.072], [1.070, 5.179, 0.561], [0.331, 4.055, 1.712], [3.195, 4.472, 1.077], [2.728, 2.803, 0.890], [2.044, 4.374, 3.395], [1.885, 2.654, 3.167], [4.024, 5.461, 3.524], [4.054, 4.668, 5.113], [6.016, 5.457, 5.980], [7.427, 5.579, 4.896], [6.032, 6.635, 4.649], [5.785, 1.801, 4.526], [5.168, 2.832, 5.861], [4.765, -0.212, 4.260], [3.422, -0.560, 5.341], [5.311, -2.294, 5.325], [4.888, -1.690, 6.932], [6.326, -1.082, 6.100]],
  "forces_ev_per_angstrom": [[-0.18, -0.26, 0.11], [0.14, 0.37, -0.11], [-0.11, 0.03, 0.11], [0.06, -0.15, -0.08], [-0.09, 0.15, -0.18], [0.28, -0.14, 0.10], [-0.23, 0.07, -0.25], [0.04, 0.18, 0.07], [0.35, -0.29, 0.13], [-0.25, 0.14, -0.07], [0.12, 0.19, -0.13], [-0.10, -0.17, 0.02], [0.00, -0.08, -0.07], [-0.06, 0.08, 0.10], [0.06, -0.17, 0.11], [0.25, -0.12, -0.14], [-0.16, -0.21, -0.10], [0.11, 0.08, 0.24], [-0.34, -0.01, 0.38], [0.32, 0.12, -0.28], [-0.07, -0.23, 0.11], [0.01, 0.13, -0.14], [0.27, 0.30, -0.13], [-0.15, 0.39, 0.21], [0.02, -0.77, -0.33], [0.01, 0.00, -0.08], [0.09, -0.17, 0.26], [-0.08, 0.09, 0.00], [-0.02, -0.21, -0.03], [0.05, 0.08, 0.00], [0.10, 0.01, -0.03], [0.07, -0.01, -0.05], [0.04, 0.19, -0.04], [-0.06, -0.20, 0.02], [-0.13, -0.12, 0.08], [0.10, 0.02, -0.10], [0.03, 0.09, 0.00], [0.02, -0.04, 0.08], [-0.12, -0.06, 0.06], [0.04, 0.03, 0.10], [0.09, -0.08, 0.03], [-0.04, 0.11, -0.03], [-0.06, 0.09, -0.04], [0.01, -0.12, 0.10], [0.04, -0.09, 0.11], [-0.04, -0.04, 0.04], [-0.03, -0.04, -0.05], [-0.10, 0.05, -0.10], [-0.11, 0.29, -0.12], [-0.02, -0.07, 0.02], [0.08, -0.17, 0.13], [-0.08, -0.01, 0.15], [0.08, -0.08, 0.04], [0.10, 0.02, 0.00], [0.05, -0.02, -0.12], [-0.03, 0.09, 0.12], [-0.03, 0.06, 0.02], [0.05, 0.08, -0.08], [-0.07, -0.02, -0.06], [0.00, 0.12, -0.07], [-0.01, -0.08, -0.10], [-0.16, 0.11, 0.13], [-0.08, 0.12, 0.04], [0.03, 0.10, 0.03], [0.08, 0.00, -0.03], [-0.02, 0.03, 0.05], [-0.01, -0.10, -0.10], [-0.01, 0.08, -0.04], [-0.21, 0.03, 0.03], [0.01, -0.03, 0.08], [0.05, -0.06, 0.04], [-0.06, 0.03, 0.00], [0.03, 0.06, -0.07], [0.06, 0.07, -0.02], [0.04, 0.11, -0.06], [-0.06, 0.03, -0.08], [-0.06, -0.06, 0.00], [0.02, 0.02, 0.08], [0.05, 0.00, 0.01]],
  "e_homo_ev": -10.3,
  "smiles": "CCCCCCCCCCCCCCCCCC[C@](COC)(OC#N)OCOCC",
  "total_charge": 0
}

***

# 3
{
  "formula": "C4H4O4Tl",
  "method": "the ωB97M-V functional and the def2-TZVPD basis",
  "symbols": ["H", "O", "C", "O", "C", "Tl", "H", "O", "C", "C", "O", "H", "H"],
  "xyz": [[4.124, 0.871, -0.098], [-4.777, 0.842, -0.096], [-5.069, 1.934, -0.148], [-1.186, -1.065, -0.347], [-0.026, -1.108, 0.002], [-3.694, -1.439, -0.010], [0.515, -2.072, 0.065], [2.099, -0.102, 0.442], [2.859, 0.644, -0.350], [0.706, 0.130, 0.429], [3.647, 0.002, -1.058], [0.456, 0.950, -0.262], [0.346, 0.414, 1.431]],
  "forces_ev_per_angstrom": [[-1.46, 0.89, -0.16], [-0.31, 0.73, -0.03], [-0.08, 0.22, -0.01], [-0.18, 0.00, 0.02], [0.24, -0.17, 0.22], [0.26, -1.02, 0.00], [-0.01, 0.24, -0.12], [-1.62, -1.37, 0.53], [2.73, 1.11, 0.44], [0.08, 0.73, -0.01], [0.30, -1.06, -0.94], [-0.06, -0.19, 0.21], [0.10, -0.12, -0.15]],
  "e_homo_ev": -12.2,
  "total_charge": 1
}

***

# 4
{
  "formula": "C15H21AgCl5Sb",
  "method": "the ωB97M-V functional and the def2-TZVPD basis",
  "symbols": ["Ag", "Cl", "C", "C", "C", "Cl", "C", "Cl", "C", "Cl", "C", "Cl", "C", "C", "C", "Sb", "C", "C", "C", "C", "C", "C", "H", "H", "H", "H", "H", "H", "H", "H", "H", "H", "H", "H", "H", "H", "H", "H", "H", "H", "H", "H", "H"],
  "xyz": [[1.532, 0.396, -0.702], [3.416, 3.095, -0.276], [3.663, 2.314, -1.822], [2.952, 1.155, -2.089], [3.180, 0.576, -3.327], [2.314, -0.890, -3.722], [4.059, 1.106, -4.267], [4.300, 0.343, -5.794], [4.754, 2.273, -3.957], [5.852, 2.953, -5.095], [4.556, 2.888, -2.722], [5.412, 4.333, -2.334], [0.621, -1.845, 2.895], [-0.564, -0.904, 2.683], [-1.854, -1.510, 3.224], [-0.599, -0.275, 0.619], [-1.658, -1.748, -0.556], [-2.907, -2.373, 0.053], [-0.670, -2.817, -1.021], [-1.888, 1.458, 0.562], [-3.171, 1.401, 1.381], [-1.056, 2.685, 0.932], [0.726, -2.085, 3.956], [1.561, -1.407, 2.555], [0.477, -2.787, 2.361], [-0.360, 0.036, 3.206], [-2.035, -2.494, 2.793], [-2.730, -0.893, 3.032], [-1.768, -1.642, 4.306], [-1.946, -1.146, -1.424], [-2.652, -3.051, 0.867], [-3.428, -2.964, -0.706], [-3.610, -1.634, 0.436], [-0.310, -3.418, -0.182], [0.196, -2.384, -1.524], [-1.158, -3.498, -1.724], [-2.141, 1.516, -0.501], [-2.955, 1.416, 2.451], [-3.776, 0.520, 1.168], [-3.784, 2.281, 1.167], [-0.736, 2.645, 1.977], [-1.649, 3.595, 0.809], [-0.163, 2.781, 0.312]],
  "forces_ev_per_angstrom": [[0.17, 0.04, -0.10], [0.00, 0.00, -0.02], [0.01, 0.01, -0.02], [0.01, 0.01, 0.07], [-0.01, -0.02, 0.02], [0.00, 0.01, -0.01], [0.01, -0.03, -0.02], [0.00, 0.01, 0.02], [0.00, -0.01, -0.01], [0.00, 0.00, 0.00], [0.01, 0.01, 0.02], [0.00, -0.01, 0.00], [0.00, 0.01, 0.01], [0.06, 0.01, -0.01], [0.03, -0.01, 0.00], [-0.22, -0.04, 0.03], [0.00, 0.02, 0.01], [0.01, -0.01, -0.01], [0.00, 0.02, -0.01], [0.02, -0.01, -0.01], [0.03, -0.02, 0.00], [-0.01, -0.01, -0.01], [0.00, 0.00, 0.00], [0.00, 0.00, 0.00], [0.00, 0.00, -0.01], [-0.02, 0.01, 0.00], [0.01, 0.01, 0.02], [-0.03, 0.03, -0.01], [0.00, 0.01, 0.00], [-0.02, 0.00, 0.00], [-0.01, 0.00, -0.03], [0.00, 0.01, 0.00], [-0.02, 0.02, 0.02], [0.01, 0.00, 0.01], [0.01, -0.01, 0.00], [0.00, 0.00, 0.00], [-0.02, -0.01, 0.00], [0.01, -0.04, 0.03], [-0.01, -0.03, -0.01], [0.00, 0.00, 0.01], [0.01, 0.00, 0.00], [0.00, 0.00, 0.00], [0.00, 0.01, 0.01]],
  "e_homo_ev": -8.6,
  "total_charge": 0
}